[1]
Molecular formula: C3H5NO2Si
Method: DFT, the ωB97M-V functional and the def2-TZVPD basis

Calculated values
2S+1	1
Kohn-Sham gap	0.2668	hartree
ΔE to the lowest compared entry with this formula, charge and spin	4.703	eV
highest occupied orbital energy	-9.049	eV
DFT total energy	-16651.48102	eV
charge	0

CARTESIAN COORDINATES (ANGSTROEM)
1 C 1.25425 2.13978 1.08035
2 C -0.16062 -1.74156 -1.14058
3 C -1.61781 -0.65271 0.46344
4 N 0.15382 2.08161 1.40933
5 O 0.79094 -1.03336 -1.00058
6 O -1.35747 -1.77498 -0.40560
7 Si 3.07166 2.21677 0.52949
8 H -2.66230 -0.81929 0.62794
9 H -1.47672 0.34494 -0.07352
10 H -1.10068 -0.75147 1.42013
11 H -0.20668 -2.55066 -1.92974
12 H 3.31161 2.54093 -0.98065

[2]
Molecular formula: C3H7N3
Method: DFT, the ωB97M-V functional and the def2-TZVPD basis

Calculated values
structure (SMILES)	NN1CC=CN1
2S+1	1
Kohn-Sham gap	0.3267	hartree
ΔE to the lowest compared entry with this formula, charge and spin	3.429	eV
highest occupied orbital energy	-7.810	eV
DFT total energy	-7691.25060	eV
charge	0

CARTESIAN COORDINATES (ANGSTROEM)
1 C 1.40867 -0.50383 -0.09173
2 C 1.38544 0.84075 -0.16649
3 C 0.07478 -0.99395 0.50421
4 N 0.17615 1.31345 0.51651
5 N -0.79517 0.16382 0.60987
6 N -1.77426 0.15206 -0.33292
7 H 2.07645 -1.14084 -0.62325
8 H 2.01446 1.60025 -0.68034
9 H -0.31647 -1.67691 -0.34977
10 H 0.34427 -1.52753 1.47618
11 H -0.35147 2.19443 0.18168
12 H -2.75432 -0.06962 0.10884
13 H -1.48853 -0.35208 -1.15280

[3]
Molecular formula: C23H31F6O3Zr
Method: DFT, the ωB97M-V functional and the def2-TZVPD basis

Calculated values
2S+1	1
Kohn-Sham gap	0.3212	hartree
ΔE to the lowest compared entry with this formula, charge and spin	0.942	eV
highest occupied orbital energy	-11.662	eV
DFT total energy	-48077.30694	eV
charge	+1

CARTESIAN COORDINATES (ANGSTROEM)
1 O -0.59568 1.08845 -0.33465
2 C 0.39927 0.91662 -1.48835
3 C -0.20008 2.10921 -2.22148
4 H 0.19534 -0.04968 -1.95522
5 H 1.44118 1.01541 -1.15358
6 C -1.35567 2.06061 -1.20621
7 H -0.46343 1.87914 -3.25070
8 H 0.39597 3.03739 -2.08969
9 C -2.60085 1.34016 -1.68512
10 H -2.38696 0.27209 -1.84493
11 H -2.97457 1.77582 -2.61882
12 H -3.38527 1.42637 -0.93117
13 C -1.63981 3.38084 -0.51991
14 H -0.71057 3.87242 -0.22283
15 H -2.27111 3.22274 0.36379
16 H -2.17066 4.03485 -1.22396
17 Zr -0.08467 0.30233 1.64824
18 C 0.49619 1.97149 3.28221
19 C 1.62557 1.10072 3.22172
20 C 2.21675 1.22697 1.92463
21 H 2.04575 0.55827 4.06222
22 C 1.47959 2.20672 1.19832
23 C 0.39972 2.65447 2.02855
24 H -0.30410 3.44822 1.78985
25 H -0.10130 2.16996 4.16647
26 H 3.09082 0.68809 1.56764
27 H 1.76287 2.61327 0.22833
28 C -1.73776 0.02064 3.46347
29 C -2.32386 1.18940 2.88186
30 C -2.75372 0.87027 1.57620
31 H -2.48956 2.15026 3.36500
32 C -2.38928 -0.48661 1.30135
33 C -1.85005 -1.04128 2.50340
34 H -1.62421 -2.08746 2.65808
35 H -1.47785 -0.09850 4.51131
36 H -3.37165 1.51638 0.95622
37 H -2.54810 -1.03989 0.37470
38 O 0.13519 -0.83199 -3.97395
39 C -0.24137 0.01926 -5.09946
40 C 0.20350 -0.61790 -6.42719
41 H 0.23736 1.01428 -5.00752
42 H -1.33028 0.19155 -5.06321
43 C 1.17905 -1.73173 -6.00841
44 H 0.66493 0.12977 -7.07613
45 H -0.66547 -1.02844 -6.94625
46 C 0.99808 -1.87948 -4.47547
47 H 2.20192 -1.39149 -6.20029
48 H 1.02437 -2.67373 -6.55954
49 H 1.96006 -1.75610 -3.95950
50 H 0.63488 -2.88394 -4.18291
51 C 2.87072 -2.21902 2.96020
52 C 1.37711 -2.34401 2.96043
53 O 0.73685 -1.31556 2.25808
54 C 0.96041 -3.69175 2.26875
55 F 1.51406 -4.79438 2.83303
56 F -0.38791 -3.86511 2.26052
57 F 1.36029 -3.64913 0.96757
58 C 0.88833 -2.37029 4.44773
59 F 1.45474 -3.39077 5.13635
60 F 1.25443 -1.20452 5.07785
61 F -0.45699 -2.46299 4.60225
62 H 3.22361 -2.12850 1.92734
63 H 3.29199 -3.11203 3.43085
64 H 3.17190 -1.32821 3.52190

[4]
Molecular formula: C35H53N4OOsP2
Method: DFT, the ωB97M-V functional and the def2-TZVPD basis

Calculated values
2S+1	5
Kohn-Sham gap (spin up / spin down)	0.2049 / 0.1970	hartree
highest occupied orbital energy (spin up / spin down)	-14.057 / -17.142	eV
DFT total energy	-66178.62453	eV
charge	+3
⟨S²⟩	6.0623

CARTESIAN COORDINATES (ANGSTROEM)
1 C -1.95010 -1.71711 -0.84175
2 C 0.23375 -1.77949 -1.74548
3 C -2.35276 -2.75886 -1.67287
4 C -0.22171 -2.67626 -2.72404
5 C -1.48254 -3.20570 -2.64996
6 H -3.33292 -3.20030 -1.51997
7 H 0.47557 -2.96554 -3.49960
8 H -1.78013 -3.97923 -3.32554
9 N -0.67527 -1.26149 -0.83693
10 P -2.41879 0.52667 0.75624
11 P 2.10192 -0.68464 -0.11569
12 C -2.98963 -1.14208 0.15386
13 H -4.00863 -1.08582 -0.28909
14 H -3.15241 -1.81529 1.02804
15 C 0.08704 1.62428 1.88851
16 O 0.18149 2.66174 2.43928
17 C 1.69698 -1.66644 -1.62058
18 H 2.12798 -1.27581 -2.56247
19 C 3.54898 0.65411 -0.24797
20 C 2.94648 -2.34619 0.33222
21 C -3.26624 1.64818 -0.57558
22 C -3.40431 0.74894 2.38810
23 C 3.07829 2.02051 0.28367
24 H 2.82842 1.94710 1.35303
25 H 3.89624 2.75740 0.18893
26 H 2.20590 2.40855 -0.25248
27 C 4.75645 0.26812 0.62292
28 H 4.45133 0.19080 1.67567
29 H 5.23004 -0.66784 0.30970
30 H 5.52355 1.06026 0.56730
31 C 3.92181 0.74423 -1.72768
32 H 4.67462 1.53782 -1.86441
33 H 4.38252 -0.17716 -2.10403
34 H 3.04184 0.97875 -2.34736
35 C 3.49838 -2.38471 1.75326
36 H 2.85743 -1.82398 2.44655
37 H 3.49426 -3.43631 2.08438
38 H 4.52904 -2.02205 1.82694
39 C 1.92160 -3.49643 0.26146
40 H 1.09752 -3.34210 0.97018
41 H 1.50464 -3.62992 -0.74614
42 H 2.45711 -4.42827 0.50666
43 C 4.05118 -2.63225 -0.74389
44 H 4.11670 -1.89056 -1.55405
45 H 5.04782 -2.72226 -0.28419
46 H 3.81489 -3.58436 -1.24730
47 C -3.31658 2.20675 2.86850
48 H -3.70786 2.24638 3.89680
49 H -2.28300 2.58041 2.89614
50 H -3.93058 2.88439 2.26331
51 C -2.82936 -0.15642 3.48133
52 H -2.90808 -1.21745 3.21208
53 H -1.78543 0.07898 3.71427
54 H -3.41717 -0.00265 4.40062
55 C -4.86961 0.32157 2.23167
56 H -5.28244 0.16104 3.23556
57 H -5.49745 1.08478 1.76980
58 H -4.97514 -0.61811 1.67748
59 C -2.88003 1.22646 -1.99779
60 H -3.40486 1.88275 -2.71016
61 H -1.82099 1.38071 -2.18315
62 H -3.11900 0.18187 -2.22471
63 C -2.75712 3.07966 -0.34649
64 H -1.66283 3.08932 -0.33991
65 H -3.07163 3.71913 -1.18319
66 H -3.09731 3.55034 0.58466
67 C -4.80370 1.55914 -0.52075
68 H -5.17366 0.52249 -0.54257
69 H -5.24218 2.08293 0.33680
70 H -5.23840 2.04005 -1.41259
71 Os -0.11178 0.21406 0.73600
72 N -0.09085 1.63968 -0.75840
73 C 0.29168 2.01534 -1.83399
74 C 0.70743 1.99257 -3.19471
75 C 0.70267 3.36565 -3.54164
76 C 1.00788 1.05862 -4.27185
77 C 0.83352 3.82500 -4.81897
78 H 0.60124 4.07120 -2.69972
79 C 1.15544 1.56027 -5.58070
80 H 1.14602 -0.01851 -4.08237
81 C 1.04872 2.92818 -5.86281
82 H 0.76795 4.90696 -4.96187
83 H 1.35278 0.87349 -6.42680
84 H 1.13643 3.28319 -6.88147
85 C 1.70908 0.08159 4.02192
86 C 0.78891 -1.01233 3.65408
87 N 0.07415 -1.13996 2.52726
88 C -0.51466 -2.40017 2.54858
89 C -0.23356 -3.01275 3.73320
90 N 0.60334 -2.13742 4.43545
91 H 2.40305 -0.21376 4.81254
92 H 2.29534 0.36280 3.12946
93 H 1.16377 0.97163 4.36190
94 H -1.06017 -2.77928 1.70346
95 H -0.53061 -3.97648 4.09179
96 H 1.08035 -2.32315 5.31410

[5]
Molecular formula: C19H24N2O4S2
Method: DFT, the ωB97M-V functional and the def2-TZVPD basis

Calculated values
structure (SMILES)	COc1cccc(NC(=O)[C@H]2CC[C@H](CNS(=O)(=O)c3cccs3)CC2)c1
2S+1	1
Kohn-Sham gap	0.3158	hartree
ΔE to the lowest compared entry with this formula, charge and spin	0.435	eV
highest occupied orbital energy	-8.305	eV
DFT total energy	-52933.19310	eV
charge	0

CARTESIAN COORDINATES (ANGSTROEM)
1 C -5.74534 0.57185 -2.42387
2 H -6.53152 0.66472 -3.17151
3 O -6.10571 -0.53459 -1.62975
4 C -5.29297 -0.88584 -0.59930
5 C -4.11281 -0.22747 -0.27632
6 C -3.35177 -0.66509 0.80192
7 C -3.76949 -1.75702 1.55622
8 C -4.94524 -2.40755 1.22649
9 C -5.70737 -1.98275 0.15864
10 H -6.62573 -2.47900 -0.10953
11 H -5.26858 -3.25519 1.81158
12 H -3.17703 -2.09326 2.39517
13 N -2.15741 -0.03440 1.17349
14 C -1.48994 0.98528 0.56609
15 O -1.86023 1.54791 -0.44062
16 C -0.17507 1.31776 1.27428
17 C 0.88583 0.29422 0.82119
18 C 1.53438 0.76790 -0.47295
19 C 2.38477 2.02250 -0.22859
20 C 1.78442 2.87189 0.90143
21 C 0.26567 2.74619 0.92950
22 H -0.13993 3.00661 -0.04988
23 H -0.15353 3.44408 1.65587
24 H 2.18938 2.54698 1.86223
25 H 2.06384 3.91762 0.76730
26 C 3.83334 1.65302 0.12013
27 N 4.45746 0.87931 -0.92960
28 S 5.45087 -0.37895 -0.49260
29 O 6.00293 -0.16995 0.81369
30 O 6.31539 -0.63537 -1.60241
31 C 4.27279 -1.69092 -0.36459
32 C 3.77169 -2.47209 -1.35890
33 C 2.79564 -3.37585 -0.88681
34 C 2.58045 -3.25124 0.45042
35 S 3.57059 -2.03745 1.16119
36 H 1.90100 -3.80970 1.06296
37 H 2.28174 -4.08144 -1.51379
38 H 4.10468 -2.39606 -2.37697
39 H 4.81227 1.40052 -1.71319
40 H 4.40473 2.56268 0.34044
41 H 3.85942 1.02320 1.01186
42 H 2.40434 2.60998 -1.15140
43 H 2.16481 -0.01385 -0.89852
44 H 0.74591 0.98754 -1.19373
45 H 0.42445 -0.68492 0.67109
46 H 1.64656 0.18309 1.59536
47 H -0.32522 1.22156 2.35443
48 H -1.72709 -0.42832 1.99923
49 H -3.76620 0.61885 -0.84171
50 H -5.69601 1.49096 -1.83218
51 H -4.78517 0.41206 -2.92350

[6]
Molecular formula: C3H4O3
Method: DFT, the ωB97M-V functional and the def2-TZVPD basis

Calculated values
structure (SMILES)	O=C1OCCO1
2S+1	1
Kohn-Sham gap	0.4265	hartree
ΔE to the lowest compared entry with this formula, charge and spin	0.804	eV
highest occupied orbital energy	-10.927	eV
DFT total energy	-9317.89653	eV
charge	0

CARTESIAN COORDINATES (ANGSTROEM)
1 C 0.83409 0.00127 -0.02721
2 C -1.27952 0.75225 -0.08324
3 C -1.32339 -0.74924 0.15693
4 H -1.84336 1.32649 0.59512
5 H -1.57926 1.08379 -1.07191
6 H -1.50174 -0.86636 1.32414
7 H -1.99771 -1.44130 -0.46692
8 O 2.01059 -0.04950 0.07848
9 O 0.12274 1.12235 0.03151
10 O 0.05854 -1.08890 -0.19240

[7]
Molecular formula: C2HN2OS2
Method: DFT, the ωB97M-V functional and the def2-TZVPD basis

Calculated values
structure (SMILES)	O=C=NC(=S)N[S-]
2S+1	1
Kohn-Sham gap	0.2455	hartree
ΔE to the lowest compared entry with this formula, charge and spin	0.723	eV
highest occupied orbital energy	-3.107	eV
DFT total energy	-28789.88018	eV
charge	-1

CARTESIAN COORDINATES (ANGSTROEM)
1 C -0.70471 0.17750 0.20741
2 C 0.92929 -1.70271 0.26698
3 N -0.02142 -0.99628 0.21815
4 N -0.20047 1.24394 -0.39936
5 O 1.75474 -2.52119 0.33245
6 S -2.19727 0.24236 0.96293
7 S 1.23994 1.49519 -1.24230
8 H -0.80010 2.06120 -0.34625